1.
# C2H2NO3S

A 2-piece molecular cluster, C2H2NO3S overall at a distorted geometry (wB97M-V/def2-TZVPD, the OMol25 dataset).

Computed properties:
**Gap between HOMO and LUMO**: 0.272 hartree
**Energy above the lowest of the compared OMol25 structures with the same formula, charge and spin**: 90.4 kcal/mol
**Calculated total energy**: -755.99581 hartree
**Lowest unoccupied orbital energy**: 0.11885 Ha
**Charge**: -1

The geometry in XYZ format:
```
9
C2H2NO3S, DFT wB97M-V/def2-TZVPD
C 1.876 -0.166 0.491
C 0.645 0.363 -0.007
N -2.005 -0.361 -0.179
O 2.563 -0.481 1.417
O -2.546 0.771 0.090
O -2.762 -1.333 -0.503
S 2.069 -0.038 -1.230
H -0.449 -0.142 -0.229
H 0.610 1.387 0.150
```

=====

2.
# C19H22N4O2

C19H22N4O2 in the gas phase (wB97M-V/def2-TZVPD, the OMol25 dataset).

Computed properties:
**Gap between HOMO and LUMO**: 0.289 hartree
**Energy above the lowest of the compared OMol25 structures with the same formula, charge and spin**: 45.1 kcal/mol
**Calculated total energy**: -1106.71095 hartree
**Lowest unoccupied orbital energy**: 0.00330 Ha
**Charge**: 0
**Structure (SMILES)**: CC(C)c1cc(NCCOCCO)n2c(nc3ccccc32)c1C#N

The geometry in XYZ format:
```
47
C19H22N4O2, DFT wB97M-V/def2-TZVPD
C 3.235 2.229 0.406
H 3.509 2.538 -0.598
H 3.476 1.173 0.523
H 3.828 2.800 1.117
C 1.745 2.471 0.659
C 0.894 1.608 -0.238
C 0.909 1.719 -1.618
C 1.724 2.615 -2.336
N 2.388 3.338 -2.931
C 0.056 0.889 -2.387
N -0.077 0.866 -3.684
C -1.037 -0.061 -3.948
C -1.553 -0.446 -5.182
C -2.556 -1.388 -5.197
C -3.059 -1.927 -4.012
C -2.562 -1.560 -2.777
C -1.523 -0.638 -2.743
N -0.791 -0.032 -1.733
C -0.742 -0.204 -0.382
C 0.074 0.633 0.351
H 0.096 0.530 1.422
N -1.534 -1.173 0.163
H -1.816 -1.896 -0.481
C -1.441 -1.599 1.537
C -0.197 -2.474 1.806
O -0.213 -3.043 3.095
C 0.595 -2.429 4.069
C 0.098 -1.054 4.546
O 0.738 -0.649 5.727
H 1.690 -0.612 5.581
H -0.965 -1.116 4.787
H 0.242 -0.300 3.757
H 1.632 -2.340 3.705
H 0.580 -3.115 4.920
H 0.720 -1.896 1.638
H -0.206 -3.314 1.100
H -1.448 -0.724 2.188
H -2.329 -2.192 1.766
H -3.020 -1.972 -1.889
H -3.866 -2.642 -4.058
H -2.978 -1.708 -6.138
H -1.169 0.000 -6.084
C 1.395 3.952 0.492
H 0.333 4.114 0.666
H 1.957 4.547 1.208
H 1.640 4.294 -0.509
H 1.526 2.189 1.697
```

=====

> Among the records above, which one has the lowest energy above the lowest of the compared OMol25 structures with the same formula, charge and spin?

C19H22N4O2

=====

> The lowest charge belongs to which entry?

C2H2NO3S

=====

> calculated total energy of number 1 (C2H2NO3S)?

-755.99581 hartree